A structure of composition C16H21LiN2O8P2. Source: the OMol25 dataset; level of theory: wB97M-V/def2-TZVPD.

Properties
- Energy relative to the best compared isomer or geometry (same formula, charge and spin): 1.6 kcal/mol
- E_HOMO: -8.03 eV
- Lowest unoccupied orbital energy: -0.020 hartree
- E_tot: -2024.28206 hartree
- Charge: 0

Last column: Mulliken charge in e.
CARTESIAN COORDINATES (ANGSTROEM)
Li (0.44, -1.03, -0.58)  0.9035
N (3.77, 1.12, -2.34)  -0.1517
C (2.55, 0.69, -1.53)  0.3802
C (1.95, 1.89, -0.78)  -1.5918
P (1.34, 0.08, -2.84)  0.5327
O (2.05, -1.27, -3.35)  -0.5979
O (1.48, 1.09, -3.93)  -0.8915
O (0.04, -0.19, -2.13)  -0.2567
P (3.13, -0.72, -0.45)  1.0698
O (3.10, -0.04, 1.02)  -0.5026
O (4.54, -0.96, -0.89)  -0.9018
O (2.09, -1.81, -0.50)  -0.8033
H (4.16, 1.99, -1.99)  0.3379
H (3.47, 1.27, -3.31)  0.3748
H (4.47, 0.37, -2.24)  0.3767
H (1.63, 2.66, -1.49)  0.5366
H (2.67, 2.32, -0.08)  0.5029
H (1.07, 1.60, -0.21)  0.0708
H (2.01, -1.97, -2.67)  0.3975
H (3.81, -0.41, 1.58)  0.3118
C (-1.41, 2.94, -2.06)  -0.9664
O (-1.65, 2.29, -0.80)  -0.4999
C (-2.24, 1.07, -0.86)  1.0804
C (-2.66, 0.45, -2.03)  -0.5278
C (-3.27, -0.80, -1.96)  -0.7263
C (-3.47, -1.42, -0.73)  -1.0125
C (-3.05, -0.79, 0.43)  0.1244
C (-2.43, 0.44, 0.36)  -0.2710
N (-2.01, 1.15, 1.53)  0.0635
C (-1.60, 0.69, 2.70)  -0.5038
C (-1.12, -0.57, 3.07)  0.7442
C (-1.04, -0.86, 4.47)  -0.7172
C (-0.53, -2.02, 4.92)  -0.6861
C (-0.04, -2.97, 3.97)  -0.3432
C (-0.05, -2.73, 2.63)  -0.7867
C (-0.57, -1.50, 2.10)  0.6350
O (-0.54, -1.22, 0.88)  -0.7100
H (-2.34, 3.14, -2.58)  0.3993
H (-0.75, 2.33, -2.68)  0.3610
H (-0.92, 3.88, -1.83)  0.2504
H (-2.48, 0.92, -2.98)  0.3942
H (-3.58, -1.28, -2.88)  0.4025
H (-3.94, -2.39, -0.68)  0.4027
H (-3.18, -1.27, 1.40)  0.5429
H (-2.08, 2.15, 1.44)  0.3081
H (-1.65, 1.45, 3.48)  0.3730
H (-1.42, -0.12, 5.18)  0.3352
H (-0.50, -2.24, 5.98)  0.3910
H (0.38, -3.91, 4.33)  0.3881
H (0.36, -3.44, 1.91)  0.4573